Entry 1:
Below is a molecular structure, C27H36B2F7O2RuSb2, with properties calculated with ωB97M-V/def2-TZVPD.

The total energy comes out at -68712.3326 eV. As for the charge: +1. The calculation puts the orbital gap at 0.271 Eh. The multiplicity is 1.

Each line ends with the Mulliken charge.
Cartesian coordinates (Å):
Ru -0.204 -0.193 -0.802  0.797
C 0.080 -3.713 1.462  -1.319
Sb 0.866 -2.423 -0.014  1.194
C 1.574 -3.694 -1.556  -1.380
C 2.696 -1.865 0.970  -1.334
C 3.881 -2.127 0.097  0.284
C 4.515 -3.365 0.145  -0.527
C 5.553 -3.683 -0.716  -0.514
C 5.974 -2.754 -1.654  -0.741
C 5.372 -1.505 -1.693  -0.793
C 4.338 -1.170 -0.822  0.787
C 3.801 0.232 -0.843  -1.540
Sb 1.953 0.657 -1.830  0.388
C 2.444 0.101 -3.807  -1.352
C 2.123 2.756 -1.796  -1.236
H 0.804 -4.516 1.593  0.419
H -0.887 -4.132 1.195  0.406
H -0.014 -3.127 2.372  0.378
H 2.526 -4.122 -1.251  0.580
H 1.714 -3.109 -2.463  0.252
H 0.863 -4.493 -1.757  0.524
H 2.760 -2.401 1.917  0.776
H 2.556 -0.811 1.201  0.298
H 4.191 -4.095 0.880  0.395
H 6.031 -4.651 -0.652  0.418
H 6.779 -2.987 -2.337  0.416
H 5.732 -0.762 -2.396  0.399
H 4.503 0.880 -1.372  0.769
H 3.705 0.634 0.167  0.632
H 3.262 0.720 -4.173  0.458
H 1.584 0.210 -4.464  0.431
H 2.760 -0.941 -3.796  0.368
H 3.101 3.005 -2.205  0.499
H 2.049 3.109 -0.769  0.424
H 1.350 3.225 -2.393  0.295
F -0.465 7.964 1.225  -0.274
C -0.505 7.798 -0.100  0.795
F 0.669 8.220 -0.601  -0.249
F -1.456 8.609 -0.587  -0.242
C -0.768 6.364 -0.490  0.373
C -0.779 6.047 -1.845  -1.093
C -1.009 4.746 -2.240  -0.274
C -1.237 3.764 -1.271  0.683
C -1.248 4.091 0.086  -0.628
C -0.999 5.397 0.475  -0.825
C -1.480 2.407 -1.637  0.833
C -1.651 1.223 -1.861  -0.711
H -0.604 6.821 -2.581  0.417
H -1.016 4.481 -3.289  0.545
H -1.437 3.322 0.823  0.558
H -0.992 5.663 1.523  0.520
F 0.260 1.071 0.792  -0.365
B -0.721 0.503 1.796  0.278
F -0.195 -0.709 2.202  -0.348
F -1.846 0.301 0.943  -0.389
F -0.922 1.375 2.797  -0.245
C -2.411 -1.784 -4.741  -1.964
C -2.193 -2.156 -3.285  1.022
C -1.493 -3.486 -3.158  -1.425
O -1.298 -1.085 -2.749  -0.773
B -2.212 -0.146 -2.271  1.281
O -3.482 -0.556 -2.142  -0.665
C -3.470 -1.996 -2.414  1.436
C -3.373 -2.686 -1.064  -1.422
C -4.753 -2.366 -3.128  -1.739
H -1.447 -1.730 -5.246  0.456
H -2.911 -0.820 -4.842  0.386
H -3.018 -2.537 -5.241  0.382
H -0.579 -3.487 -3.753  0.458
H -2.137 -4.284 -3.531  0.411
H -1.239 -3.711 -2.124  0.046
H -2.450 -2.420 -0.541  -0.173
H -3.416 -3.771 -1.169  0.328
H -4.209 -2.367 -0.443  0.567
H -4.945 -1.702 -3.968  0.389
H -5.591 -2.295 -2.437  0.472
H -4.704 -3.393 -3.495  0.322

Entry 2:
Below is a molecular structure, C10H8F6IrNO9S2, with properties calculated with ωB97M-V/def2-TZVPD.

The total energy comes out at -71225.8831 eV. The value obtained for the relative energy (zero: lowest compared OMol25 entry of this formula, charge and spin) is 0.0 kcal/mol. As for the charge: 0. The calculation puts the orbital gap (spin up / spin down) at 0.359 / 0.200 Eh. The multiplicity is 5.

Each line ends with the Löwdin spin population.
Cartesian coordinates (Å):
Ir -0.784 -0.291 0.207  2.575
O 0.972 -4.121 0.618  0.145
C 0.855 -2.936 0.460  0.063
O 0.064 -2.096 0.989  0.153
C 1.877 -2.318 -0.657  0.072
C 2.341 -0.917 -0.243  0.014
C 3.542 -0.512 -1.098  0.008
C 2.875 -0.265 -2.475  0.015
C 1.403 -0.553 -2.165  0.020
O 1.290 -0.086 -0.801  0.066
C 1.229 -2.059 -1.986  0.129
C -0.397 -2.433 -1.984  0.094
O -0.592 -3.544 -2.397  0.241
O -1.139 -1.516 -1.553  0.197
H 2.669 -3.057 -0.701  0.006
H 2.414 -0.736 0.823  -0.001
H 4.305 -1.289 -1.116  0.001
H 3.990 0.399 -0.704  0.002
H 3.255 -0.908 -3.268  0.001
H 2.986 0.770 -2.791  0.004
H 0.664 -0.055 -2.783  -0.001
H 1.616 -2.666 -2.797  0.005
F -5.121 1.810 2.318  0.001
C -4.820 1.533 1.060  0.002
F -5.248 2.504 0.270  0.001
F -5.377 0.383 0.705  0.000
S -3.008 1.334 0.870  0.013
O -2.627 0.175 1.695  0.051
O -2.739 1.095 -0.543  0.040
N -2.495 2.713 1.399  0.001
S -0.934 2.907 1.570  0.010
O -0.171 1.787 0.990  0.063
O -0.524 4.227 1.249  0.007
C -0.650 2.714 3.385  0.002
F -1.561 3.396 4.063  0.001
F 0.560 3.181 3.668  0.000
F -0.720 1.432 3.722  0.000

Entry 3:
Below is a molecular structure, C20H18Cl3O3Pb in a non-equilibrium geometry, with properties calculated with ωB97M-V/def2-TZVPD.

The total energy comes out at -69972.8640 eV. As for the charge: +1. The calculation puts the orbital gap (spin up / spin down) at 0.123 / 0.118 Eh. The multiplicity is 1.

Each line ends with the Mulliken charge.
Cartesian coordinates (Å):
C 2.678 -1.313 2.056  -0.262
C 3.147 -0.397 1.020  -0.172
C 2.291 0.767 1.037  -0.689
H 3.969 -0.566 0.317  0.402
C 1.290 0.564 2.080  -0.371
C 1.525 -0.723 2.701  -0.910
H 0.946 -1.180 3.516  0.475
H 3.077 -2.300 2.308  0.662
H 2.357 1.620 0.354  0.499
H 0.467 1.251 2.305  0.509
C 0.621 -2.482 -1.580  -0.835
C 1.589 -3.169 -0.761  -0.305
C 0.958 -3.541 0.493  -0.308
H 2.632 -3.331 -1.044  0.523
C -0.419 -3.099 0.448  -0.658
C -0.630 -2.445 -0.840  -0.292
H -1.545 -1.934 -1.163  0.534
H 0.809 -2.036 -2.565  0.495
H 1.458 -4.052 1.329  0.575
H -1.161 -3.228 1.250  0.504
Pb 0.854 -1.023 0.339  1.420
O -1.600 1.732 -0.500  -0.351
C -0.980 2.923 -1.045  -0.439
C -2.191 3.025 -0.133  -0.063
H 0.002 3.181 -0.611  0.254
H -1.145 3.115 -2.122  0.286
H -1.992 3.340 0.906  0.393
H -3.804 4.981 0.731  0.329
C -4.249 4.438 -0.104  -0.539
C -3.520 3.367 -0.667  0.519
C -4.076 2.645 -1.741  -0.370
H -3.531 1.796 -2.160  0.308
C -5.333 2.995 -2.235  -0.527
H -5.763 2.426 -3.059  0.370
C -6.044 4.064 -1.678  -0.466
H -7.025 4.337 -2.067  0.376
C -5.493 4.783 -0.610  -0.484
H -6.037 5.611 -0.164  0.377
Cl 5.847 -5.288 -0.551  -0.121
C 5.710 -3.795 0.374  0.652
Cl 6.629 -3.895 1.873  -0.134
Cl 6.255 -2.421 -0.591  -0.165
C 4.146 -3.615 0.782  0.195
O 3.662 -4.528 1.472  -0.623
O 3.621 -2.597 0.298  -0.575

Question: The highest multiplicity belongs to which entry?
Answer: C10H8F6IrNO9S2

Please write out number 3 again, unchanged.
Below is a molecular structure, C20H18Cl3O3Pb in a non-equilibrium geometry, with properties calculated with ωB97M-V/def2-TZVPD.

The total energy comes out at -69972.8640 eV. As for the charge: +1. The calculation puts the orbital gap (spin up / spin down) at 0.123 / 0.118 Eh. The multiplicity is 1.

Each line ends with the Mulliken charge.
Cartesian coordinates (Å):
C 2.678 -1.313 2.056  -0.262
C 3.147 -0.397 1.020  -0.172
C 2.291 0.767 1.037  -0.689
H 3.969 -0.566 0.317  0.402
C 1.290 0.564 2.080  -0.371
C 1.525 -0.723 2.701  -0.910
H 0.946 -1.180 3.516  0.475
H 3.077 -2.300 2.308  0.662
H 2.357 1.620 0.354  0.499
H 0.467 1.251 2.305  0.509
C 0.621 -2.482 -1.580  -0.835
C 1.589 -3.169 -0.761  -0.305
C 0.958 -3.541 0.493  -0.308
H 2.632 -3.331 -1.044  0.523
C -0.419 -3.099 0.448  -0.658
C -0.630 -2.445 -0.840  -0.292
H -1.545 -1.934 -1.163  0.534
H 0.809 -2.036 -2.565  0.495
H 1.458 -4.052 1.329  0.575
H -1.161 -3.228 1.250  0.504
Pb 0.854 -1.023 0.339  1.420
O -1.600 1.732 -0.500  -0.351
C -0.980 2.923 -1.045  -0.439
C -2.191 3.025 -0.133  -0.063
H 0.002 3.181 -0.611  0.254
H -1.145 3.115 -2.122  0.286
H -1.992 3.340 0.906  0.393
H -3.804 4.981 0.731  0.329
C -4.249 4.438 -0.104  -0.539
C -3.520 3.367 -0.667  0.519
C -4.076 2.645 -1.741  -0.370
H -3.531 1.796 -2.160  0.308
C -5.333 2.995 -2.235  -0.527
H -5.763 2.426 -3.059  0.370
C -6.044 4.064 -1.678  -0.466
H -7.025 4.337 -2.067  0.376
C -5.493 4.783 -0.610  -0.484
H -6.037 5.611 -0.164  0.377
Cl 5.847 -5.288 -0.551  -0.121
C 5.710 -3.795 0.374  0.652
Cl 6.629 -3.895 1.873  -0.134
Cl 6.255 -2.421 -0.591  -0.165
C 4.146 -3.615 0.782  0.195
O 3.662 -4.528 1.472  -0.623
O 3.621 -2.597 0.298  -0.575

Question: Look up the multiplicity of the second one.
Answer: 5

Question: Number 3 is which compound?
Answer: C20H18Cl3O3Pb